Entry 1:
# C13H44BF4O14

A cluster of 10 separate species, C13H44BF4O14 in total (ωB97M-V/def2-TZVPD, the OMol25 dataset).

```
76
C13H44BF4O14 | the OMol25 dataset | ωB97M-V/def2-TZVPD
O -4.296 3.622 -0.552
H 2.388 5.488 -0.817
H 3.553 -0.455 -4.366
H -4.678 3.657 -1.433
H 4.858 0.184 -2.012
H -4.881 -4.683 -0.327
H 0.956 -3.221 1.713
O 3.091 0.003 -3.659
O -4.443 2.466 2.094
C -3.968 2.241 -0.269
C 0.345 4.796 -0.829
H -3.391 -5.391 0.337
H 3.159 -0.304 0.001
H 0.556 1.161 1.226
H 1.236 6.724 -1.314
O 3.912 1.375 0.920
H 1.597 -0.254 -2.287
H 1.702 4.389 -2.805
H -3.999 -0.177 3.207
H 1.276 1.353 2.563
C 1.678 -3.340 3.748
H -3.246 1.928 -1.030
H 1.342 -1.695 -4.969
H -2.783 -0.834 2.557
O -3.598 -5.384 -1.731
O -0.846 1.464 -2.667
H 2.990 1.215 -0.950
H 1.852 -5.039 4.657
H -0.065 0.510 -3.882
H 1.837 -1.602 5.053
H -0.281 -2.999 2.877
O 0.280 0.018 -4.654
O 1.429 -4.751 3.842
C 1.459 5.658 -1.375
H -2.696 -5.203 -2.014
O 0.729 3.426 -0.888
C 3.634 0.641 -0.270
H 2.704 -3.219 3.370
H -0.558 4.935 -1.427
O 1.308 1.622 1.640
C -3.207 -3.398 -0.427
H -4.934 3.231 1.776
H -1.488 -2.558 -0.663
C 0.954 -1.107 -4.132
H 0.931 -1.693 2.575
C 0.768 -2.764 2.686
H -3.611 -2.765 -1.231
C 2.050 -0.784 -3.126
O 5.739 -0.568 -0.318
H 0.125 5.077 0.205
H 0.942 3.123 0.000
F -0.869 1.027 0.196
F -1.752 -0.854 1.130
H -0.262 2.219 -2.523
H 5.540 1.376 -0.843
B -0.969 -0.389 0.065
H 6.097 -0.191 0.489
C 4.959 0.458 -0.966
C -3.803 -4.772 -0.467
H 0.211 -1.717 -3.593
F -1.481 -0.713 -1.191
O -3.435 -0.954 3.264
C -3.425 2.211 1.128
H -4.844 1.592 -0.376
H -3.499 -2.860 0.486
H 3.085 1.482 1.417
H 2.388 -1.751 -2.726
H -2.596 2.919 1.216
C 1.521 -2.645 5.078
H 1.996 -3.165 5.914
O -1.801 -3.469 -0.586
H -0.900 1.040 -1.799
H 0.456 -2.600 5.338
O 1.695 5.351 -2.749
F 0.320 -0.931 0.144
H -3.046 1.213 1.334
```

Results
**HOMO level**: -7.028 eV
**Total charge**: -1
**E_tot**: -1999.6785 Ha
**ΔE to the lowest compared entry with this formula, charge and spin**: 0.0 kJ/mol
**Frontier orbital gap**: 9.414 eV

Entry 2:
# H14O7

A cluster of 7 separate species, H14O7 in total (ωB97M-V/def2-TZVPD, the OMol25 dataset).

```
21
H14O7 | the OMol25 dataset | ωB97M-V/def2-TZVPD
H 4.749 1.287 2.437
H 0.444 1.623 -0.171
H 3.358 -2.263 -1.763
H 0.613 -2.232 -1.172
H 3.444 -0.881 -1.134
O 0.994 2.045 -0.841
O -2.063 3.043 -1.238
H -4.101 -0.869 1.244
H -0.662 -1.799 -1.876
H -2.537 2.530 -0.574
H -2.758 -1.970 2.170
O -1.953 -2.244 1.716
O 2.967 -1.383 -1.805
O -0.092 -2.564 -1.739
H -1.411 3.539 -0.731
O 3.903 0.874 2.646
O -4.188 -0.096 0.675
H -3.279 0.169 0.497
H 0.663 1.690 -1.673
H 3.411 0.915 1.818
H -1.504 -1.415 1.515
```

Results
**HOMO level**: -11.367 eV
**E_tot**: -535.0350 Ha
**ΔE to the lowest compared entry with this formula, charge and spin**: 233.4 kJ/mol
**Frontier orbital gap**: 10.839 eV

Entry 3:
# C6H7BrO

A cluster of 2 separate species, C6H7BrO in total (ωB97M-V/def2-TZVPD, the OMol25 dataset).

```
15
C6H7BrO | the OMol25 dataset | ωB97M-V/def2-TZVPD
C 0.541 2.453 -0.913
H -1.021 2.849 0.729
H -1.539 -2.904 -1.331
C -1.167 -2.956 -0.248
C -0.109 2.324 0.276
C 0.511 1.163 0.864
H -0.392 -1.764 1.372
O 1.469 1.503 -1.131
H 0.161 0.791 1.736
C -0.841 -1.865 0.348
H 0.361 3.238 -1.718
H -1.058 -0.877 -0.200
C 1.368 0.651 -0.060
Br 2.563 -0.821 -0.038
H -0.848 -3.785 0.313
```

Results
**HOMO level**: -8.780 eV
**E_tot**: -2881.9786 Ha
**ΔE to the lowest compared entry with this formula, charge and spin**: 271.0 kJ/mol
**Frontier orbital gap**: 9.559 eV

Entry 4:
# C4H8S

The molecule C4H8S (ωB97M-V/def2-TZVPD, the OMol25 dataset).

```
13
C4H8S | the OMol25 dataset | ωB97M-V/def2-TZVPD
C -1.328 0.265 0.359
H -0.356 -1.953 1.007
C 0.735 1.091 -0.552
H 0.607 1.626 0.410
C 0.329 -1.269 0.428
H -0.483 -0.334 -1.573
H -0.928 0.633 1.260
S -2.871 0.247 -0.090
H 1.938 0.710 -0.576
C -0.203 -0.159 -0.543
H 0.740 -0.648 1.233
H 0.647 1.664 -1.492
H 1.172 -1.873 0.128
```

Results
**HOMO level**: -8.535 eV
**E_tot**: -555.3239 Ha
**ΔE to the lowest compared entry with this formula, charge and spin**: 120.9 kJ/mol
**Frontier orbital gap**: 8.665 eV

Entry 5:
# C2H4NO2

A structure of composition C2H4NO2 (ωB97M-V/def2-TZVPD, the OMol25 dataset).

```
9
C2H4NO2 | the OMol25 dataset | ωB97M-V/def2-TZVPD
H 0.578 0.499 -0.744
H -2.665 -0.209 0.249
O 2.895 -1.086 0.505
H 3.716 -0.984 0.140
C -0.039 0.221 0.156
C -1.925 0.517 -0.269
O -1.948 0.626 -1.463
H 0.360 -0.600 0.776
N -0.971 1.015 0.650
```

Results
**HOMO level**: -2.687 eV
**Total charge**: -1
**E_tot**: -283.7005 Ha
**ΔE to the lowest compared entry with this formula, charge and spin**: 552.8 kJ/mol
**Frontier orbital gap**: 5.559 eV

Entry 6:
# C16H24ClFN5O2

The ion C16H24ClFN5O2 with charge +1 (ωB97M-V/def2-TZVPD, the OMol25 dataset).

```
49
C16H24ClFN5O2 | the OMol25 dataset | ωB97M-V/def2-TZVPD
N 1.192 3.200 0.087
H -0.554 -1.918 -3.137
H 0.985 -0.248 3.260
C 0.136 -1.167 -2.681
H 1.145 3.867 -0.696
H 0.417 -3.565 0.546
C 0.202 -2.378 3.080
C -1.662 -3.852 -0.143
C -0.454 -1.604 -0.143
N -0.388 4.871 0.704
C -0.279 -0.664 -1.280
H 0.940 2.572 2.548
H 0.181 -3.487 -1.232
H 1.965 3.579 0.656
N 0.280 3.330 2.361
H -0.600 3.150 2.851
H 0.435 -0.348 -3.388
H -0.862 4.974 -0.205
H 3.433 -1.373 -3.028
H -1.836 3.015 -0.391
H -1.123 5.084 1.392
O 1.853 -3.025 -3.450
C -1.276 2.576 0.473
Cl -0.247 -2.790 4.823
C -0.007 3.428 0.912
H 0.577 -3.334 2.630
H 1.953 -1.529 4.078
H -1.779 -2.757 2.176
F -2.608 -3.343 -1.032
N -1.123 0.360 1.309
H -1.999 2.614 1.340
C -1.135 -1.869 2.409
C 2.634 -1.673 -3.823
O -1.901 -4.714 0.616
H -1.302 3.499 -3.071
C -0.249 -3.139 -0.257
H 2.102 -1.971 -1.479
C -0.561 0.790 -1.009
C -1.380 2.390 -2.897
C 1.622 -1.934 -2.532
N -0.961 1.121 0.253
H -1.697 -1.286 3.196
H -2.254 1.881 -3.380
C 1.347 -1.303 3.155
C -0.374 1.762 -2.190
H 3.354 -2.375 -4.317
C -0.891 -0.957 1.149
H 2.064 -1.390 2.291
H 0.684 1.937 -2.532
```

Results
**HOMO level**: -11.663 eV
**Total charge**: +1
**E_tot**: -1607.8046 Ha
**Frontier orbital gap**: 6.849 eV

- Which formula does entry 5 have?
  C2H4NO2

- Number 1 is which compound?
  C13H44BF4O14

What did the sixth record say?
# C16H24ClFN5O2

The ion C16H24ClFN5O2 with charge +1 (ωB97M-V/def2-TZVPD, the OMol25 dataset).

```
49
C16H24ClFN5O2 | the OMol25 dataset | ωB97M-V/def2-TZVPD
N 1.192 3.200 0.087
H -0.554 -1.918 -3.137
H 0.985 -0.248 3.260
C 0.136 -1.167 -2.681
H 1.145 3.867 -0.696
H 0.417 -3.565 0.546
C 0.202 -2.378 3.080
C -1.662 -3.852 -0.143
C -0.454 -1.604 -0.143
N -0.388 4.871 0.704
C -0.279 -0.664 -1.280
H 0.940 2.572 2.548
H 0.181 -3.487 -1.232
H 1.965 3.579 0.656
N 0.280 3.330 2.361
H -0.600 3.150 2.851
H 0.435 -0.348 -3.388
H -0.862 4.974 -0.205
H 3.433 -1.373 -3.028
H -1.836 3.015 -0.391
H -1.123 5.084 1.392
O 1.853 -3.025 -3.450
C -1.276 2.576 0.473
Cl -0.247 -2.790 4.823
C -0.007 3.428 0.912
H 0.577 -3.334 2.630
H 1.953 -1.529 4.078
H -1.779 -2.757 2.176
F -2.608 -3.343 -1.032
N -1.123 0.360 1.309
H -1.999 2.614 1.340
C -1.135 -1.869 2.409
C 2.634 -1.673 -3.823
O -1.901 -4.714 0.616
H -1.302 3.499 -3.071
C -0.249 -3.139 -0.257
H 2.102 -1.971 -1.479
C -0.561 0.790 -1.009
C -1.380 2.390 -2.897
C 1.622 -1.934 -2.532
N -0.961 1.121 0.253
H -1.697 -1.286 3.196
H -2.254 1.881 -3.380
C 1.347 -1.303 3.155
C -0.374 1.762 -2.190
H 3.354 -2.375 -4.317
C -0.891 -0.957 1.149
H 2.064 -1.390 2.291
H 0.684 1.937 -2.532
```

Results
**HOMO level**: -11.663 eV
**Total charge**: +1
**E_tot**: -1607.8046 Ha
**Frontier orbital gap**: 6.849 eV

- What is the HOMO level in the sixth record?
  -11.663 eV